(1)
The following is a DFT calculation (ωB97M-V with the def2-TZVPD basis set) of a molecular structure, C32H27CaIN5O3.

Last column: natural (NBO) charge in e.
Element x y z (Å)
Ca1 0.57 0.26 -0.67  1.782
C1 3.10 0.33 -4.58  -0.240
O1 2.02 -0.11 -5.38  -0.525
C2 1.26 -1.17 -4.93  0.206
C3 0.88 -2.09 -5.88  -0.240
C4 0.06 -3.17 -5.56  -0.291
C5 -0.36 -3.31 -4.25  -0.206
C6 0.01 -2.39 -3.26  -0.150
C7 -0.51 -2.66 -1.92  0.091
N1 -0.31 -1.94 -0.89  -0.419
N2 -0.96 -2.37 0.28  -0.485
C8 -0.54 -1.71 1.33  0.558
O2 0.38 -0.82 1.40  -0.854
C9 -1.27 -2.04 2.60  -0.104
C10 -0.70 -1.67 3.82  -0.203
C11 -1.36 -1.91 5.01  -0.216
C12 -2.61 -2.52 5.00  -0.227
C13 -3.18 -2.89 3.79  -0.242
C14 -2.52 -2.66 2.60  -0.133
C15 0.82 -1.26 -3.58  0.341
O3 1.15 -0.37 -2.71  -0.879
H1 2.76 0.95 -3.75  0.208
H2 3.75 0.90 -5.25  0.168
H3 3.66 -0.52 -4.18  0.161
H4 1.24 -1.95 -6.89  0.206
H5 -0.23 -3.88 -6.32  0.197
H6 -0.99 -4.15 -3.97  0.194
H7 -1.13 -3.56 -1.82  0.162
H8 0.26 -1.17 3.80  0.232
H9 -0.91 -1.62 5.95  0.199
H10 -3.14 -2.70 5.93  0.200
H11 -4.16 -3.36 3.78  0.201
H12 -2.95 -2.94 1.65  0.225
C16 -2.86 1.14 0.15  -0.276
N3 -1.52 1.53 -0.28  -0.599
C17 -1.33 2.77 -0.55  0.171
C18 -0.08 3.35 -0.95  -0.057
C19 0.10 4.68 -1.33  -0.261
C20 1.46 4.80 -1.66  -0.362
C21 2.01 3.54 -1.44  -0.049
N4 1.10 2.65 -1.01  -0.620
C22 -3.15 1.48 1.59  0.066
C23 -2.19 1.26 2.58  -0.240
C24 -2.49 1.53 3.90  -0.191
C25 -3.73 2.03 4.26  -0.232
C26 -4.69 2.26 3.29  -0.218
C27 -4.39 1.99 1.96  -0.250
H13 -2.95 0.06 0.02  0.219
H14 -3.62 1.60 -0.50  0.179
H15 -2.17 3.48 -0.49  0.153
H16 -0.66 5.45 -1.37  0.200
H17 1.97 5.68 -2.01  0.201
H18 3.04 3.23 -1.59  0.178
H19 -1.22 0.87 2.30  0.244
H20 -1.74 1.34 4.66  0.209
H21 -3.95 2.24 5.30  0.202
H22 -5.66 2.66 3.56  0.201
H23 -5.14 2.17 1.19  0.201
I1 6.11 2.17 2.09  0.149
C28 5.04 0.65 1.16  -0.198
C29 5.55 -0.64 1.06  -0.203
C30 4.78 -1.60 0.43  -0.250
C31 3.54 -1.24 -0.07  0.068
N5 3.06 -0.01 0.03  -0.457
C32 3.79 0.92 0.63  0.013
H24 6.52 -0.87 1.47  0.223
H25 5.13 -2.62 0.33  0.223
H26 2.90 -1.96 -0.57  0.219
H27 3.35 1.92 0.68  0.226

Computed properties:
energy above the lowest of the compared OMol25 structures with the same formula, charge and spin	7.2	kcal/mol
spin multiplicity	1
total charge	-1
strongest force on any atom	0.6	eV/A

---

(2)
The following is a DFT calculation (ωB97M-V with the def2-TZVPD basis set) of a molecular structure, C38H50O6P4PdS2.

Last column: Löwdin spin population.
Element x y z (Å)
Pd1 -0.15 0.04 -0.08  1.440
S1 -2.52 1.11 0.02  0.473
P1 -2.85 -0.35 1.41  0.135
C1 -1.25 -1.06 1.35  0.786
P2 -0.16 -1.75 2.53  0.143
S2 1.56 -0.93 1.77  0.646
C2 -0.45 -1.26 4.21  0.014
C3 0.33 -0.26 4.80  0.009
C4 0.03 0.16 6.09  0.001
C5 -1.05 -0.40 6.77  0.006
C6 -1.83 -1.38 6.17  0.002
C7 -1.53 -1.82 4.90  0.004
C8 -0.20 -3.52 2.42  0.026
C9 -0.56 -4.11 1.20  0.014
C10 -0.59 -5.49 1.10  0.001
C11 -0.27 -6.28 2.20  0.003
C12 0.10 -5.69 3.41  0.002
C13 0.13 -4.30 3.52  0.006
C14 -3.33 0.32 2.98  0.015
C15 -4.53 -0.08 3.57  0.005
C16 -4.89 0.47 4.79  0.001
C17 -4.06 1.39 5.42  0.005
C18 -2.86 1.78 4.83  0.001
C19 -2.49 1.25 3.60  0.008
C20 -4.07 -1.55 0.89  0.024
C21 -5.04 -1.21 -0.04  0.009
C22 -5.97 -2.16 -0.44  0.003
C23 -5.91 -3.45 0.08  0.003
C24 -4.93 -3.79 1.01  0.000
C25 -4.01 -2.84 1.42  0.008
H1 1.16 0.19 4.27  0.002
H2 0.63 0.93 6.56  0.000
H3 -1.28 -0.06 7.78  0.000
H4 -2.66 -1.82 6.71  0.000
H5 -2.13 -2.60 4.44  0.000
H6 -0.79 -3.49 0.34  0.007
H7 -0.86 -5.96 0.16  0.000
H8 -0.29 -7.36 2.12  0.000
H9 0.36 -6.30 4.26  0.000
H10 0.42 -3.84 4.46  0.000
H11 -5.17 -0.80 3.08  0.000
H12 -5.83 0.18 5.25  0.000
H13 -4.36 1.82 6.37  0.000
H14 -2.22 2.50 5.32  0.000
H15 -1.57 1.56 3.13  0.001
H16 -5.08 -0.21 -0.45  0.006
H17 -6.74 -1.90 -1.16  0.000
H18 -6.63 -4.19 -0.23  0.000
H19 -4.89 -4.80 1.41  0.000
H20 -3.24 -3.11 2.14  0.002
C26 4.42 2.65 -3.48  0.000
C27 3.54 1.96 -2.47  0.000
C28 3.98 0.57 -2.12  0.000
O1 2.18 1.85 -3.09  0.001
P3 0.87 2.08 -2.29  0.005
O2 0.99 1.75 -0.82  0.050
C29 -0.30 1.00 -3.14  0.001
P4 0.10 -0.76 -3.12  0.013
O3 0.35 -1.27 -1.72  0.106
O4 1.36 -0.93 -4.00  0.004
C30 1.39 -1.00 -5.48  0.001
C31 1.49 -2.45 -5.89  0.000
C32 2.57 -0.17 -5.92  0.000
O5 -1.02 -1.49 -3.91  0.002
C33 -2.37 -1.95 -3.54  0.000
C34 -2.35 -2.74 -2.24  0.000
C35 -3.33 -0.78 -3.52  0.000
O6 0.39 3.55 -2.44  0.001
C36 0.00 4.35 -3.62  0.000
C37 0.90 4.10 -4.80  0.000
C38 -1.47 4.13 -3.91  0.000
H21 5.44 2.69 -3.09  0.000
H22 4.09 3.67 -3.68  0.000
H23 4.43 2.09 -4.42  0.000
H24 3.44 2.57 -1.58  0.000
H25 4.01 -0.06 -3.01  0.000
H26 3.30 0.12 -1.39  0.000
H27 4.98 0.61 -1.68  0.000
H28 -0.35 1.29 -4.20  0.000
H29 -1.28 1.17 -2.70  0.001
H30 0.47 -0.56 -5.86  0.000
H31 2.40 -2.89 -5.49  0.000
H32 1.51 -2.52 -6.97  0.000
H33 0.63 -3.02 -5.52  0.000
H34 3.51 -0.65 -5.62  0.000
H35 2.53 0.83 -5.47  0.000
H36 2.56 -0.07 -7.00  0.000
H37 -2.62 -2.61 -4.36  0.000
H38 -2.17 -2.09 -1.39  0.001
H39 -1.57 -3.51 -2.27  0.000
H40 -3.32 -3.22 -2.11  0.000
H41 -3.18 -0.15 -2.64  0.001
H42 -4.35 -1.16 -3.49  0.000
H43 -3.23 -0.18 -4.43  0.000
H44 0.14 5.36 -3.26  0.000
H45 0.83 3.08 -5.17  0.000
H46 1.94 4.31 -4.56  0.000
H47 0.60 4.77 -5.61  0.000
H48 -1.65 3.18 -4.42  0.000
H49 -1.83 4.93 -4.56  0.000
H50 -2.06 4.15 -2.99  0.000

Computed properties:
energy above the lowest of the compared OMol25 structures with the same formula, charge and spin	2.4	kcal/mol
spin multiplicity	5
total charge	+2
strongest force on any atom	0.8	eV/A

---

(3)
The following is a DFT calculation (ωB97M-V with the def2-TZVPD basis set) of a single C5H8N2 molecule at a distorted geometry.

Last column: natural (NBO) charge in e.
Element x y z (Å)
C1 -1.71 -1.22 0.06  -0.615
C2 -0.76 -0.12 -0.35  -0.074
C3 -0.72 1.17 0.37  -0.263
N1 0.33 0.19 0.56  -0.389
C4 1.60 0.59 -0.01  -0.324
C5 2.56 -0.52 -0.13  0.278
N2 3.37 -1.34 -0.26  -0.311
H1 -1.76 -1.27 1.15  0.222
H2 -1.39 -2.19 -0.32  0.219
H3 -2.72 -1.01 -0.32  0.214
H4 -0.52 -0.07 -1.42  0.193
H5 -0.48 2.06 -0.21  0.191
H6 -1.37 1.34 1.23  0.208
H7 1.51 1.06 -1.00  0.208
H8 2.05 1.34 0.66  0.242

Computed properties:
SMILES string	C[C@H]1CN1CC#N
energy above the lowest of the compared OMol25 structures with the same formula, charge and spin	38.4	kcal/mol
spin multiplicity	1
total charge	0
strongest force on any atom	1.1	eV/A

---

(4)
The following is a DFT calculation (ωB97M-V with the def2-TZVPD basis set) of a molecular structure, C31H45BrErN5O5P3 at a distorted geometry.

Last column: Löwdin spin population.
Element x y z (Å)
Er1 0.13 0.65 -0.59  3.024
O1 -1.49 -5.01 -2.71  0.000
C1 -2.55 -4.24 -2.85  0.000
O2 -3.58 -4.62 -3.35  0.000
C2 -2.45 -2.83 -2.35  0.000
C3 -3.49 -1.93 -2.49  0.000
N1 -3.09 -0.78 -1.94  0.000
N2 -1.85 -0.84 -1.45  -0.002
C4 -1.44 -2.09 -1.71  0.000
C5 -0.04 -2.43 -1.32  0.000
O3 0.39 -3.57 -1.50  0.000
O4 0.62 -1.45 -0.82  -0.004
H1 -0.73 -4.53 -2.28  0.000
H2 -4.46 -2.07 -2.94  0.000
H3 -3.56 0.12 -1.95  0.000
C6 3.02 -0.86 2.24  0.000
P1 2.73 0.01 0.66  -0.002
C7 3.99 1.34 0.81  0.000
C8 3.59 -1.04 -0.57  0.000
C9 4.37 -2.14 -0.21  0.000
C10 5.07 -2.86 -1.17  0.000
C11 5.01 -2.48 -2.50  0.000
C12 4.22 -1.40 -2.87  0.000
C13 3.50 -0.69 -1.92  0.000
P2 2.36 0.66 -2.44  -0.003
C14 3.49 1.83 -3.26  -0.001
C15 1.50 -0.10 -3.87  0.000
H4 2.63 -0.24 3.05  0.000
H5 4.08 -1.02 2.41  0.000
H6 2.51 -1.83 2.24  0.000
H7 4.98 0.90 0.93  0.000
H8 3.77 1.97 1.67  0.000
H9 3.98 1.96 -0.08  0.000
H10 4.44 -2.46 0.82  0.000
H11 5.66 -3.72 -0.88  0.000
H12 5.57 -3.02 -3.26  0.000
H13 4.17 -1.12 -3.92  0.000
H14 4.04 1.33 -4.05  0.000
H15 4.19 2.24 -2.54  0.000
H16 2.92 2.66 -3.69  0.000
H17 2.20 -0.37 -4.66  0.000
H18 0.77 0.60 -4.26  0.000
H19 0.98 -1.00 -3.55  0.000
Br1 -3.81 4.81 -4.86  0.000
C16 -2.73 3.75 -3.72  0.000
C17 -1.38 3.62 -3.97  0.000
C18 -0.61 2.83 -3.13  0.000
C19 -1.12 2.12 -2.03  -0.006
C20 -2.50 2.32 -1.83  0.000
C21 -3.30 3.11 -2.64  0.000
H20 -0.93 4.14 -4.81  0.000
H21 0.46 2.77 -3.36  0.000
H22 -2.98 1.87 -0.95  0.000
H23 -4.36 3.23 -2.43  0.000
C22 0.33 3.03 3.13  0.000
C23 -0.16 2.89 1.70  0.001
C24 -1.51 3.56 1.53  0.000
C25 0.85 3.57 0.77  0.000
O5 -0.24 1.52 1.34  -0.004
H24 0.56 4.08 3.36  0.000
H25 1.23 2.44 3.29  0.000
H26 -0.44 2.71 3.85  0.000
H27 -1.45 4.63 1.78  0.000
H28 -2.25 3.11 2.20  0.000
H29 -1.86 3.47 0.50  0.000
H30 0.87 4.65 0.95  0.000
H31 0.57 3.41 -0.28  0.000
H32 1.86 3.17 0.94  0.000
C26 -1.56 -2.73 4.19  0.000
N3 -1.39 -1.21 4.41  0.000
C27 -2.79 -0.57 4.35  0.000
N4 -3.44 -0.89 3.13  0.000
C28 -3.55 -2.34 2.97  0.000
N5 -2.24 -2.99 2.97  0.000
C29 -1.45 -2.61 1.79  0.000
P3 -1.08 -0.77 1.65  -0.001
C30 -0.47 -0.61 3.39  0.000
C31 -2.82 -0.23 1.97  0.000
H33 -2.12 -3.10 5.04  0.000
H34 -0.56 -3.15 4.18  0.000
H35 -1.01 -1.06 5.34  0.000
H36 -2.65 0.51 4.46  0.000
H37 -3.34 -0.96 5.20  0.000
H38 -4.05 -2.56 2.03  0.000
H39 -4.15 -2.74 3.79  0.000
H40 -1.99 -2.93 0.90  0.000
H41 -0.51 -3.17 1.79  0.000
H42 -0.35 0.45 3.61  0.000
H43 0.50 -1.09 3.48  0.000
H44 -3.42 -0.46 1.08  0.000
H45 -2.83 0.85 2.11  0.000

Computed properties:
energy above the lowest of the compared OMol25 structures with the same formula, charge and spin	19.8	kcal/mol
spin multiplicity	4
total charge	+1
strongest force on any atom	1.1	eV/A